Density functional theory data (ωB97M-V/def2-TZVPD) for a cluster of 4 separate species, C28H36O17PS in total in a non-equilibrium geometry.

```
83
Properties=species:S:1:pos:R:3:forces:R:3:mulliken_charge:R:1
C 4.64906 0.78521 0.89807 0.1 0.0 -0.1 -0.8355
C 5.82476 -0.16142 0.60917 -0.2 0.1 0.1 -0.5528
C 5.43399 -1.63312 0.44538 0.4 0.3 -0.2 -0.4663
O 4.18110 -1.88484 1.11135 0.1 -0.2 0.2 -0.2183
C 3.85183 -3.21027 1.23381 0.1 0.3 0.3 -0.6414
S 2.44271 -3.48266 0.06936 0.0 0.4 -0.5 0.5606
O 2.78820 -4.94551 -0.52988 -0.1 -0.2 0.4 -0.5011
C 1.00358 -3.67116 1.11034 -0.2 -0.5 0.1 -0.6004
C -0.28617 -3.17062 0.42517 0.4 -0.3 0.0 -0.8043
P -0.97783 -1.79350 1.39145 -0.4 0.2 1.0 0.8244
O -0.37315 -1.75022 2.73211 0.3 -0.1 -0.2 -0.7578
O -2.51772 -2.15466 1.40727 0.3 0.3 -0.3 -0.3536
C -3.40943 -1.17526 2.00528 -0.7 0.2 0.0 -0.3727
C -3.99782 -0.20360 0.97885 -0.1 0.0 0.3 -0.9054
O -0.86447 -0.40916 0.62312 0.2 -0.7 -0.4 -0.3077
C 0.06775 -0.21715 -0.45969 0.0 0.7 -0.4 0.0975
C -0.58301 -0.44182 -1.82524 -0.1 0.2 0.4 -0.9189
H 3.72433 0.44357 0.43319 0.0 0.0 0.0 0.0560
H 4.86941 1.77340 0.49655 0.0 0.0 0.1 0.3799
H 4.48050 0.88751 1.96831 -0.1 -0.1 0.0 0.2913
H 6.56725 -0.07775 1.40261 0.0 0.0 0.0 0.3059
H 6.31823 0.17186 -0.30431 0.0 -0.2 0.0 0.3331
H 6.19541 -2.26611 0.90797 0.0 -0.1 -0.1 0.4024
H 5.36701 -1.88345 -0.61886 -0.3 -0.1 0.1 0.3141
H 3.48941 -3.40054 2.24574 -0.1 -0.2 -0.1 0.4105
H 4.64160 -3.90874 0.94393 -0.1 -0.1 -0.1 0.4945
H 1.99265 -5.37994 -0.87960 0.1 0.0 -0.1 0.3568
H 0.94026 -4.73372 1.36339 0.2 0.0 0.1 0.1020
H 1.19676 -3.14811 2.05418 0.0 0.2 -0.1 0.6571
H -1.01406 -3.98015 0.47826 -0.2 0.2 -0.1 0.5609
H -0.11947 -2.94698 -0.62937 -0.2 0.1 0.0 0.4014
H -4.21076 -1.75472 2.45739 0.1 -0.2 0.0 0.3887
H -2.91458 -0.63362 2.81204 0.2 -0.2 0.0 0.3258
H -5.08260 -0.18123 1.08362 0.0 0.0 0.0 0.3573
H -3.63608 0.80808 1.15350 0.1 0.0 -0.2 0.2889
H -3.77456 -0.51276 -0.04071 0.1 0.0 0.0 0.1874
H 0.99026 -0.78892 -0.31507 -0.1 -0.2 0.1 -0.1539
H 0.35786 0.82983 -0.38716 0.0 0.0 0.2 0.4487
H -1.66252 -0.39793 -1.68056 0.0 -0.2 -0.1 0.1461
H -0.29666 -1.37818 -2.30345 -0.1 0.0 0.0 0.3712
H -0.35749 0.39598 -2.47961 0.1 -0.2 -0.2 0.3129
C -1.39510 3.90372 -3.68317 0.0 -0.1 0.1 -1.0043
C -1.41404 5.07262 -4.34847 0.1 0.0 0.1 0.1913
C -1.97765 5.18899 -5.75070 -0.1 -0.1 -0.1 1.0173
O -1.96345 6.29537 -6.25412 0.1 0.0 0.1 -0.6168
C -2.48627 3.99578 -6.39397 0.0 0.1 -0.1 -0.9700
C -2.46266 2.83373 -5.72685 0.0 0.0 -0.1 0.3358
C -1.92277 2.72305 -4.31929 0.0 0.1 0.1 1.0636
O -1.96374 1.61776 -3.79668 0.0 0.0 -0.1 -0.5802
O -2.90563 1.69129 -6.23274 0.0 0.0 0.1 -0.5853
O -0.95810 6.20140 -3.84480 0.1 -0.5 -0.8 -0.4937
H -0.99714 3.81183 -2.68197 0.0 0.0 0.0 0.5279
H -2.87299 4.08299 -7.39937 0.0 0.0 0.0 0.4478
H -2.77479 1.01735 -5.53774 0.0 0.0 0.0 0.3482
H -1.10112 6.88189 -4.53558 0.0 0.0 0.0 0.3414
C 1.49004 -9.87017 2.80912 0.0 -0.1 0.0 -0.9244
C 2.04550 -8.66006 2.67287 0.0 -0.1 0.0 0.2877
C 1.35762 -7.40116 3.14464 -0.2 0.0 0.1 1.0400
O 1.96002 -6.34401 2.98204 0.1 0.0 -0.3 -0.6485
C 0.05392 -7.49997 3.74320 0.0 0.1 0.0 -1.0773
C -0.51211 -8.71287 3.88342 0.0 0.1 0.0 0.4194
C 0.18385 -9.98148 3.43083 0.1 -0.1 -0.1 0.9644
O -0.40505 -11.02632 3.61621 -0.1 0.1 0.0 -0.5889
O -1.69938 -8.90236 4.41717 0.0 -0.1 0.0 -0.5521
O 3.23619 -8.45891 2.11791 0.0 0.1 0.0 -0.5700
H 1.97550 -10.77647 2.47586 0.0 0.0 0.0 0.4447
H -0.43383 -6.59078 4.06667 0.0 0.0 0.0 0.5088
H -1.86323 -9.86821 4.40067 0.0 0.0 0.0 0.3777
H 3.39516 -7.49733 2.16372 0.0 0.0 0.1 0.3244
C -3.10498 8.89106 1.15142 -0.1 -0.1 0.0 -1.0178
C -2.39276 10.02739 1.20125 -0.1 0.0 0.1 0.3381
C -1.30709 10.34259 0.19486 0.1 -0.1 -0.1 1.0371
O -0.73201 11.40744 0.31910 -0.1 0.0 0.1 -0.6147
C -1.01673 9.37065 -0.83982 0.1 0.1 0.0 -0.9766
C -1.72796 8.23610 -0.88607 0.1 0.0 0.0 0.0148
C -2.82785 7.93336 0.10595 -0.1 0.1 0.1 1.1950
O -3.41939 6.87642 -0.04049 0.1 0.0 -0.1 -0.6519
O -1.54079 7.28379 -1.79242 -0.2 0.5 0.8 -0.3737
O -2.57129 10.96240 2.11880 0.1 0.0 -0.1 -0.5574
H -3.88289 8.65922 1.86490 0.0 0.0 0.0 0.4305
H -0.22941 9.59745 -1.54478 0.0 0.0 0.0 0.4427
H -2.20277 6.59536 -1.57491 0.0 0.0 -0.1 0.3445
H -1.92834 11.67153 1.91549 0.0 0.0 0.0 0.3753
```
Positions in Å, forces in eV/Å.

Properties
charge = +1
orbital gap = 7.16 eV
total energy = -84543.5845 eV
HOMO = -10.91 eV